97
Properties=species:S:1:pos:R:3:forces:R:3 method="wB97M-V/def2-TZVPD" charge=-1 largest_force_ev_per_a=4.7 mol_weight_g_mol=552.83 energy_ha=-1748.63419 homo_lumo_gap_ev=3.3 spin_multiplicity=1 lumo_ev=0.79 e_homo_ev=-2.491
C -1.117 1.611 4.846 -0.143 0.624 -0.531
C -0.838 2.924 3.980 0.704 -1.571 0.591
C -0.249 2.476 2.587 0.040 0.415 -0.083
C -0.570 3.437 1.386 -0.299 -0.015 -0.631
C -2.066 3.918 1.306 -0.086 -0.092 0.969
C -3.138 2.796 1.555 -0.278 0.109 -0.779
C -3.487 1.940 0.245 -0.548 0.962 1.235
C -5.063 1.964 0.046 0.619 -0.910 -0.813
C -5.616 0.714 -0.767 -0.558 0.787 0.456
C -6.383 -0.266 0.193 0.788 -0.409 0.361
C -5.404 -1.265 0.936 -0.297 -0.291 -1.195
C -4.926 -2.408 -0.071 0.177 1.222 -0.278
C -3.488 -2.081 -0.666 0.059 -1.466 0.039
C -2.392 -3.103 -0.150 0.872 1.127 0.357
C -1.164 -2.381 0.559 -0.249 -1.278 -0.221
C -0.151 -3.535 0.982 0.254 1.871 -0.217
C 1.120 -2.818 1.569 0.212 -0.785 -0.573
C 2.327 -3.833 1.844 -1.315 1.121 0.751
N 3.558 -3.172 1.336 -3.044 -3.600 -0.511
N 4.287 -2.403 2.150 3.059 1.718 -1.802
C 5.306 -1.937 1.320 -1.373 -1.543 -1.589
N 6.292 -1.096 1.683 -0.033 -0.698 -0.195
C 7.239 -0.699 0.629 0.864 1.284 -0.433
C 8.544 -0.008 1.160 -0.351 0.354 0.233
C 9.194 0.868 0.020 0.796 -0.463 0.620
C 9.357 0.136 -1.362 -0.106 -0.157 0.463
N 8.163 0.175 -2.234 -0.347 0.714 0.745
C 7.957 1.448 -2.873 0.561 -0.228 -1.605
N 8.419 1.577 -4.060 -0.387 0.266 0.855
N 7.226 2.560 -2.294 0.230 -0.739 0.254
N 5.159 -2.460 0.060 -0.732 -0.244 1.047
C 4.016 -3.289 0.070 2.450 2.821 2.864
C 3.378 -4.115 -1.080 -2.207 -3.305 -2.133
O 3.366 -3.661 -2.222 1.176 1.915 0.789
O 2.841 -5.259 -0.844 1.398 2.025 2.131
H -1.174 1.854 5.935 -0.174 -0.265 -0.844
H -0.325 0.833 4.703 -0.568 0.683 0.063
H -2.091 1.204 4.465 0.855 0.081 0.631
H -0.040 3.498 4.521 -0.994 -0.032 -0.519
H -1.812 3.459 3.924 0.976 -0.067 -0.097
H 0.871 2.458 2.705 -0.968 -0.181 -0.151
H -0.563 1.417 2.366 0.118 1.043 0.088
H 0.083 4.344 1.451 -0.450 -0.663 -0.012
H -0.313 2.941 0.408 -0.094 0.280 0.988
H -2.321 4.409 0.330 0.487 -0.450 0.725
H -2.189 4.721 2.089 0.018 -0.711 -0.693
H -2.873 2.068 2.361 0.008 0.775 -0.445
H -4.079 3.310 1.888 0.790 -0.438 -0.260
H -2.979 2.422 -0.627 -0.341 -0.738 0.534
H -3.105 0.908 0.439 -0.323 0.748 -0.589
H -5.328 2.876 -0.555 0.195 -0.602 0.947
H -5.535 1.965 1.062 0.256 0.294 -0.832
H -4.749 0.259 -1.301 -0.901 0.023 0.290
H -6.323 1.070 -1.564 0.800 -0.502 0.437
H -6.905 0.331 0.991 0.204 -0.423 -0.880
H -7.131 -0.888 -0.364 0.507 0.672 0.425
H -5.924 -1.744 1.802 0.524 0.535 -0.442
H -4.495 -0.684 1.237 -0.784 -0.566 0.292
H -5.635 -2.428 -0.943 0.458 -0.143 0.940
H -4.947 -3.399 0.444 0.154 0.672 -0.513
H -3.170 -1.046 -0.405 -0.337 -0.772 -0.258
H -3.505 -2.180 -1.785 -0.115 0.378 1.043
H -2.788 -3.824 0.617 0.126 0.540 -0.906
H -1.942 -3.666 -1.012 -0.594 0.272 0.823
H -0.649 -1.668 -0.144 -0.472 -0.712 0.536
H -1.493 -1.778 1.448 0.168 -0.575 -0.651
H -0.630 -4.238 1.708 0.452 0.500 -0.651
H 0.160 -4.049 0.032 -0.281 0.125 1.037
H 0.879 -2.200 2.471 0.153 -0.595 -0.610
H 1.477 -2.107 0.772 -0.362 -0.617 0.757
H 2.406 -3.981 2.957 0.298 0.007 -1.069
H 2.162 -4.816 1.344 0.496 0.933 0.048
H 4.160 -2.143 3.120 -0.753 -0.573 -0.368
H 6.301 -0.756 2.639 0.348 0.081 -0.563
H 7.542 -1.553 -0.022 -0.628 0.445 0.749
H 6.736 0.039 -0.052 0.344 -0.764 0.553
H 9.277 -0.745 1.596 -0.698 0.523 -0.654
H 8.310 0.698 2.009 0.047 -0.659 -0.745
H 10.238 1.108 0.372 -0.979 -0.103 -0.356
H 8.654 1.843 -0.022 0.325 -0.807 -0.261
H 9.541 -0.951 -1.133 0.078 1.039 -0.314
H 10.237 0.564 -1.909 -0.504 -0.397 0.455
H 8.196 -0.580 -2.922 0.115 0.677 0.090
H 8.155 2.517 -4.373 0.033 -0.321 -0.111
H 7.678 2.945 -1.467 -0.349 -0.228 -0.147
H 6.249 2.322 -2.114 0.487 -0.009 0.224
C -7.600 0.549 -5.856 -0.864 -0.031 -0.441
C -7.716 0.865 -4.350 1.565 1.030 -0.695
C -8.126 2.345 -4.187 -0.909 0.160 -0.267
O -6.507 0.692 -3.782 -0.122 -0.628 0.842
H -6.849 1.174 -6.349 0.070 0.029 0.267
H -7.330 -0.499 -6.020 0.066 0.047 0.170
H -8.560 0.724 -6.367 -0.028 -0.046 -0.139
H -8.581 0.267 -3.979 -0.014 -0.281 0.306
H -7.390 3.025 -4.629 0.149 -0.233 0.022
H -8.240 2.609 -3.131 0.109 -0.136 0.001
H -9.092 2.540 -4.680 -0.078 0.130 0.028